# 1
{
  "formula": "C3H2N2O",
  "method": "ωB97M-V with the def2-TZVPD basis set",
  "max_force_ev_per_a": 2.61,
  "mol_weight_da": 82.06,
  "e_homo_ev": -7.9,
  "relative_energy_kj_mol": 387.1,
  "energy_ev": -8165.70041,
  "species": ["C", "C", "C", "N", "N", "O", "H", "H"],
  "xyz": [[-2.287, 0.107, 0.123], [1.365, -0.432, 0.027], [-0.983, 0.534, 0.379], [-3.367, -0.073, -0.235], [2.559, -0.652, 0.171], [0.180, -0.302, 0.080], [-0.644, 1.460, 0.056], [3.177, -0.641, -0.600]],
  "forces_ev_per_angstrom": [[1.69, -0.14, -1.17], [-0.04, 0.12, 0.15], [-0.04, 0.34, 1.42], [-0.95, -0.37, 0.34], [-2.45, 0.40, 0.78], [1.10, -2.03, -0.30], [-0.09, 1.70, -0.33], [0.78, -0.03, -0.91]],
  "lowdin_charge": [-0.30, -0.17, -0.12, 0.11, 0.23, 0.11, 0.06, 0.08]
}

***

# 2
{
  "formula": "C43H45ClCrN6PS",
  "method": "ωB97M-V with the def2-TZVPD basis set",
  "max_force_ev_per_a": 1.08,
  "s_squared": 3.795,
  "charge": 2,
  "mol_weight_da": 796.37,
  "e_homo_ev": [-12.2, -12.2],
  "multiplicity": 4,
  "energy_ev": -115320.98567,
  "species": ["Cr", "N", "C", "S", "N", "N", "C", "C", "C", "C", "C", "C", "N", "H", "H", "H", "H", "H", "H", "H", "Cl", "C", "C", "C", "C", "C", "C", "P", "C", "C", "C", "C", "C", "C", "C", "C", "C", "C", "C", "C", "H", "H", "H", "H", "H", "H", "H", "H", "H", "H", "H", "H", "H", "H", "C", "C", "C", "C", "C", "C", "C", "N", "C", "C", "C", "C", "C", "C", "C", "N", "C", "C", "C", "C", "H", "H", "H", "H", "H", "H", "H", "H", "H", "H", "H", "H", "H", "H", "H", "H", "H", "H", "H", "H", "H", "H", "H", "H"],
  "xyz": [[0.004, 0.629, -0.196], [3.122, -0.746, 2.477], [2.079, -0.222, 1.829], [2.206, -0.138, 0.083], [1.068, 0.187, 2.577], [0.052, 0.668, 1.810], [-0.982, 1.175, 2.389], [-2.046, 1.666, 1.512], [-3.188, 2.288, 1.987], [-4.130, 2.740, 1.080], [-3.909, 2.562, -0.279], [-2.750, 1.931, -0.686], [-1.835, 1.489, 0.186], [3.965, -0.982, 1.984], [3.132, -0.729, 3.484], [-1.040, 1.222, 3.470], [-3.326, 2.411, 3.053], [-5.030, 3.229, 1.428], [-4.625, 2.899, -1.014], [-2.539, 1.758, -1.734], [-1.368, -1.504, -0.072], [-1.356, -3.297, 0.149], [-2.641, -3.788, 0.276], [-2.802, -5.157, 0.417], [-1.683, -5.979, 0.413], [-0.417, -5.430, 0.277], [-0.206, -4.052, 0.148], [1.481, -3.332, 0.013], [1.603, -3.059, -1.786], [0.635, -3.467, -2.702], [0.811, -3.247, -4.063], [1.964, -2.627, -4.522], [2.935, -2.214, -3.618], [2.750, -2.421, -2.260], [2.530, -4.788, 0.304], [3.118, -5.537, -0.711], [3.911, -6.634, -0.402], [4.113, -6.996, 0.921], [3.528, -6.256, 1.941], [2.750, -5.152, 1.634], [-3.493, -3.123, 0.267], [-3.797, -5.569, 0.524], [-1.795, -7.050, 0.513], [0.446, -6.083, 0.278], [-0.256, -3.982, -2.362], [0.060, -3.589, -4.765], [2.116, -2.482, -5.584], [3.840, -1.737, -3.971], [3.514, -2.098, -1.562], [2.960, -5.272, -1.749], [4.366, -7.211, -1.197], [4.729, -7.854, 1.160], [3.686, -6.536, 2.975], [2.302, -4.573, 2.435], [0.930, 0.606, -7.152], [-0.146, 1.509, -6.527], [0.149, 2.964, -6.887], [-1.527, 1.127, -7.082], [-0.130, 1.276, -5.023], [-0.498, 0.038, -4.497], [-0.459, -0.177, -3.138], [-0.079, 0.776, -2.275], [0.284, 1.981, -2.756], [0.269, 2.251, -4.111], [0.711, 2.974, -1.733], [1.092, 4.265, -2.027], [1.518, 5.135, -1.020], [1.567, 4.614, 0.269], [1.166, 3.314, 0.508], [0.725, 2.514, -0.465], [1.926, 6.563, -1.356], [0.789, 7.246, -2.130], [2.229, 7.375, -0.097], [3.184, 6.506, -2.236], [0.915, 0.719, -8.237], [0.755, -0.447, -6.925], [1.928, 0.871, -6.797], [0.095, 3.082, -7.969], [1.153, 3.269, -6.582], [-0.577, 3.651, -6.447], [-1.540, 1.293, -8.159], [-2.317, 1.736, -6.639], [-1.767, 0.078, -6.912], [-0.807, -0.776, -5.137], [-0.729, -1.134, -2.714], [0.566, 3.226, -4.463], [1.075, 4.605, -3.052], [1.915, 5.204, 1.103], [1.203, 2.891, 1.502], [-0.146, 7.234, -1.565], [0.611, 6.781, -3.101], [1.055, 8.287, -2.313], [1.381, 7.400, 0.590], [2.451, 8.403, -0.381], [3.101, 6.994, 0.439], [2.990, 6.010, -3.189], [3.999, 5.979, -1.736], [3.523, 7.519, -2.455]],
  "forces_ev_per_angstrom": [[0.95, 0.11, -0.51], [-0.07, 0.16, -0.07], [0.41, -0.13, 0.02], [-0.47, 0.41, 0.21], [-0.41, 0.22, -0.52], [0.15, -0.07, 0.65], [0.04, -0.09, -0.20], [0.06, 0.01, 0.00], [0.07, -0.05, 0.09], [-0.07, 0.03, -0.10], [-0.07, 0.03, 0.04], [0.11, -0.12, 0.12], [-0.35, 0.09, 0.04], [-0.01, -0.07, -0.01], [-0.02, -0.04, 0.00], [-0.05, 0.01, -0.01], [-0.01, 0.00, -0.01], [0.00, 0.00, 0.00], [0.01, 0.00, 0.01], [0.01, 0.00, 0.00], [-0.01, 0.07, -0.04], [-0.23, 0.23, 0.03], [-0.04, -0.17, 0.01], [0.06, 0.01, -0.02], [0.01, 0.11, 0.01], [-0.03, -0.09, 0.07], [0.18, -0.33, -0.17], [-0.19, 0.04, 0.42], [-0.12, -0.13, -0.08], [0.00, -0.02, -0.08], [0.05, -0.02, 0.05], [-0.01, 0.01, -0.04], [-0.02, 0.04, -0.05], [0.06, 0.04, 0.00], [0.02, -0.11, -0.15], [0.01, -0.06, -0.04], [-0.01, 0.02, 0.01], [0.01, -0.01, 0.02], [0.01, -0.03, -0.02], [0.00, 0.07, 0.03], [0.01, 0.01, 0.00], [0.02, -0.01, 0.01], [0.01, 0.00, 0.00], [-0.01, -0.01, -0.01], [0.01, -0.02, 0.00], [0.00, -0.02, 0.00], [0.01, 0.01, 0.00], [0.00, -0.02, 0.00], [-0.02, -0.05, -0.04], [-0.01, 0.00, 0.01], [0.00, 0.01, 0.00], [-0.01, 0.01, 0.00], [0.00, 0.00, -0.01], [0.00, 0.02, -0.01], [0.01, -0.02, -0.02], [0.01, -0.02, 0.07], [0.02, 0.04, -0.04], [-0.03, 0.01, -0.03], [-0.01, -0.02, -0.08], [0.02, -0.01, 0.04], [0.02, 0.03, 0.03], [0.02, 0.02, 0.38], [0.05, 0.14, 0.05], [-0.05, 0.01, -0.02], [-0.06, -0.23, -0.07], [0.06, 0.06, -0.05], [0.01, 0.05, -0.04], [-0.01, -0.05, 0.10], [0.00, 0.03, -0.06], [-0.14, -0.12, -0.02], [0.01, -0.08, 0.03], [-0.05, 0.02, -0.01], [0.03, 0.03, 0.04], [0.05, 0.00, -0.04], [0.00, 0.01, 0.01], [-0.01, 0.01, 0.00], [-0.02, 0.00, 0.01], [0.00, 0.00, 0.01], [-0.01, -0.02, 0.00], [-0.01, -0.02, 0.00], [0.00, 0.00, 0.01], [0.02, 0.01, 0.01], [0.01, 0.00, 0.00], [0.01, 0.01, 0.00], [0.03, 0.02, -0.01], [0.01, -0.02, 0.00], [-0.02, 0.01, 0.02], [-0.02, 0.01, -0.01], [0.01, 0.02, 0.01], [0.02, 0.00, 0.01], [0.00, -0.01, 0.02], [0.00, -0.02, -0.01], [-0.02, 0.01, -0.03], [0.01, -0.01, 0.00], [-0.01, -0.02, -0.02], [0.00, 0.00, 0.02], [-0.02, 0.01, 0.01], [-0.03, -0.01, 0.00]],
  "lowdin_charge": [0.50, 0.13, -0.79, 0.70, 0.04, -0.17, -0.03, -0.23, 0.02, 0.00, -0.01, -0.08, -0.02, 0.11, 0.12, 0.15, 0.13, 0.13, 0.12, 0.12, 0.78, -0.54, -0.11, -0.05, -0.04, -0.05, -0.38, 1.07, -0.41, -0.10, -0.09, -0.08, -0.06, -0.14, -0.41, -0.08, -0.06, -0.07, -0.07, -0.12, 0.11, 0.12, 0.12, 0.11, 0.11, 0.11, 0.11, 0.11, 0.08, 0.10, 0.11, 0.11, 0.11, 0.10, -0.02, -0.55, -0.05, -0.03, -0.11, 0.03, -0.08, 0.00, -0.17, 0.08, -0.16, 0.07, -0.11, 0.05, -0.06, -0.02, -0.55, -0.03, -0.05, -0.03, 0.10, 0.08, 0.10, 0.10, 0.09, 0.10, 0.10, 0.10, 0.08, 0.12, 0.08, 0.11, 0.12, 0.12, 0.12, 0.10, 0.08, 0.10, 0.09, 0.10, 0.09, 0.08, 0.10, 0.10]
}

***

# 3
{
  "formula": "C3H4N2OSi",
  "method": "ωB97M-V with the def2-TZVPD basis set",
  "max_force_ev_per_a": 5.51,
  "mol_weight_da": 112.16,
  "e_homo_ev": -11.5,
  "relative_energy_kj_mol": 31.1,
  "energy_ev": -16079.01646,
  "species": ["C", "C", "C", "N", "N", "O", "Si", "H", "H", "H", "H"],
  "xyz": [[0.980, -0.076, -1.948], [1.142, -1.144, 0.173], [1.077, 0.107, -0.525], [0.876, -0.246, -3.072], [1.160, -2.144, 0.723], [-0.372, 0.827, -0.109], [-1.455, 0.479, 1.041], [1.821, 0.834, -0.213], [-0.845, 0.485, 2.371], [-2.139, -0.788, 0.816], [-2.245, 1.666, 0.744]],
  "forces_ev_per_angstrom": [[-0.01, 0.14, -0.08], [0.20, -0.11, 0.14], [-3.76, 1.98, 1.36], [0.03, -0.05, -0.52], [0.01, -0.50, 0.35], [4.79, -1.14, -2.47], [-0.43, -0.04, 0.57], [0.00, -0.08, -0.05], [0.02, -0.02, 0.32], [-0.23, -0.29, 0.00], [-0.63, 0.11, 0.37]],
  "lowdin_charge": [-0.17, -0.20, -0.18, 0.21, 0.21, -0.37, 0.52, 0.15, -0.07, -0.07, -0.05]
}

***

# 4
{
  "formula": "C23H21NO4PS",
  "method": "ωB97M-V with the def2-TZVPD basis set",
  "max_force_ev_per_a": 5.14,
  "charge": 1,
  "mol_weight_da": 438.46,
  "e_homo_ev": -11.6,
  "energy_ev": -53981.69216,
  "species": ["C", "C", "C", "C", "P", "S", "C", "O", "C", "C", "C", "C", "N", "O", "H", "H", "H", "H", "H", "H", "H", "H", "H", "H", "H", "H", "H", "C", "C", "C", "C", "C", "C", "C", "O", "C", "C", "C", "C", "C", "C", "C", "O", "H", "H", "H", "H", "H", "H", "H", "H"],
  "xyz": [[2.932, 4.097, 2.672], [2.654, 4.731, 1.411], [1.463, 4.044, 0.568], [0.141, 4.849, 0.257], [0.039, 6.636, 0.859], [-1.362, 7.696, -0.001], [-0.960, 4.076, -0.523], [-2.202, 4.680, -0.821], [-3.079, 4.350, 0.315], [-3.972, 3.030, 0.064], [-0.678, 2.613, -0.977], [0.661, 1.943, -0.619], [1.675, 2.670, 0.153], [2.791, 1.958, 0.437], [2.121, 3.543, 3.274], [3.992, 4.055, 3.119], [3.224, 5.644, 1.041], [-0.018, 6.733, 2.309], [1.293, 7.278, 0.502], [-3.812, 5.207, 0.553], [-2.468, 4.150, 1.271], [-5.097, 3.272, 0.001], [-3.862, 2.240, 0.900], [-3.699, 2.511, -0.916], [-1.485, 2.070, -1.566], [0.821, 0.867, -0.982], [3.565, 2.303, -0.068], [-2.084, -6.659, -2.544], [-2.548, -5.396, -2.907], [-1.931, -4.256, -2.402], [-0.855, -4.377, -1.523], [-0.406, -5.642, -1.140], [-1.016, -6.783, -1.663], [0.703, -5.784, -0.170], [1.098, -6.887, 0.162], [1.319, -4.563, 0.399], [2.326, -4.679, 1.358], [2.919, -3.537, 1.887], [2.514, -2.276, 1.453], [1.507, -2.159, 0.502], [0.901, -3.301, -0.020], [-0.193, -3.159, -1.005], [-0.549, -2.051, -1.380], [-2.560, -7.547, -2.946], [-3.389, -5.300, -3.585], [-2.294, -3.275, -2.693], [-0.663, -7.770, -1.380], [2.648, -5.659, 1.698], [3.698, -3.629, 2.636], [2.981, -1.385, 1.860], [1.193, -1.174, 0.171]],
  "forces_ev_per_angstrom": [[-0.23, 0.92, -2.22], [-0.63, -2.67, 2.41], [-1.53, 1.43, 0.02], [1.51, -4.84, -0.81], [-0.74, 1.52, -0.93], [0.38, -0.67, 0.46], [1.78, -0.45, 0.18], [2.48, -1.93, 1.72], [-1.96, -0.91, 1.69], [-0.34, -0.45, -0.10], [2.97, 1.60, 2.02], [-2.70, 2.87, -0.16], [-4.11, 1.73, -1.92], [0.70, -0.05, 0.19], [1.46, 0.36, -1.56], [-1.95, 0.97, -0.44], [-0.57, -1.82, 0.03], [0.38, -0.78, -0.91], [-0.39, -1.15, 0.53], [1.64, -0.99, -0.81], [-0.69, 0.59, -1.52], [1.85, -0.20, 0.05], [0.00, 1.41, -1.26], [-0.32, 0.81, 1.27], [1.45, 0.69, 0.93], [0.24, 1.84, 0.91], [-0.77, 0.05, 0.20], [0.14, 0.10, 0.12], [0.15, 0.10, 0.11], [-0.16, -0.14, -0.13], [-0.21, -0.14, -0.13], [-0.27, -0.07, -0.23], [-0.16, -0.03, -0.12], [0.23, -1.04, 0.18], [-0.08, 0.39, -0.07], [0.28, 0.30, 0.29], [0.15, 0.18, 0.13], [-0.14, -0.12, -0.14], [-0.16, -0.05, -0.15], [0.28, -0.01, 0.26], [0.21, 0.11, 0.17], [-0.37, 0.69, -0.36], [0.15, -0.10, 0.13], [0.06, 0.10, 0.05], [0.10, 0.00, 0.07], [0.17, -0.08, 0.11], [0.06, 0.21, 0.07], [-0.15, 0.07, -0.17], [-0.09, -0.01, -0.09], [-0.04, -0.10, -0.03], [-0.09, -0.23, -0.02]],
  "lowdin_charge": [0.05, -0.12, -0.07, -0.19, 0.34, 0.17, -0.17, -0.14, -0.21, -0.08, 0.11, 0.11, -0.11, 0.04, 0.10, 0.10, 0.11, 0.01, -0.01, 0.14, 0.13, 0.09, 0.09, 0.07, 0.13, 0.15, 0.16, -0.05, -0.05, 0.00, -0.09, -0.08, 0.01, -0.28, 0.12, -0.08, 0.01, -0.05, -0.06, -0.01, -0.09, -0.28, 0.07, 0.11, 0.11, 0.12, 0.13, 0.13, 0.11, 0.10, 0.09]
}

***

# 5
{
  "formula": "C10H30O9PS5Tl",
  "method": "ωB97M-V with the def2-TZVPD basis set",
  "max_force_ev_per_a": 5.48,
  "mol_weight_da": 690.03,
  "e_homo_ev": -8.1,
  "relative_energy_kj_mol": 218.3,
  "energy_ev": -97434.50892,
  "species": ["Tl", "P", "O", "O", "O", "O", "C", "S", "O", "C", "H", "H", "H", "H", "H", "H", "C", "S", "O", "C", "H", "H", "H", "H", "H", "H", "C", "S", "O", "C", "H", "H", "H", "H", "H", "H", "C", "S", "O", "C", "H", "H", "H", "H", "H", "H", "C", "S", "O", "C", "H", "H", "H", "H", "H", "H"],
  "xyz": [[-2.576, 5.727, 11.502], [-3.911, 4.202, 8.996], [-4.426, 5.564, 9.410], [-3.994, 3.434, 10.447], [-2.457, 4.642, 8.798], [-4.614, 3.394, 7.906], [1.022, 7.720, 15.221], [0.709, 6.149, 14.291], [-0.505, 6.372, 13.329], [2.229, 6.177, 13.298], [0.291, 7.800, 16.026], [1.104, 8.627, 14.623], [1.948, 7.706, 15.795], [1.812, 6.400, 12.316], [2.793, 5.253, 13.168], [2.952, 6.891, 13.693], [-3.816, 10.530, 8.878], [-4.451, 9.157, 10.004], [-3.246, 8.262, 10.350], [-4.752, 10.027, 11.566], [-3.347, 10.116, 7.986], [-3.188, 11.298, 9.329], [-4.616, 11.127, 8.439], [-5.284, 10.950, 11.336], [-3.884, 10.311, 12.161], [-5.343, 9.410, 12.243], [0.125, 9.652, 9.034], [-0.207, 9.144, 10.797], [-0.608, 7.676, 10.732], [1.459, 9.237, 11.474], [0.853, 8.986, 8.570], [0.420, 10.700, 8.994], [-0.828, 9.503, 8.527], [1.635, 8.935, 12.506], [1.811, 10.269, 11.458], [2.093, 8.562, 10.900], [1.122, 5.835, 9.069], [1.161, 4.414, 10.253], [-0.041, 4.585, 11.204], [0.651, 3.106, 9.074], [1.943, 5.763, 8.355], [1.324, 6.763, 9.604], [0.224, 5.872, 8.453], [-0.314, 3.363, 8.636], [0.492, 2.273, 9.759], [1.435, 2.744, 8.409], [-4.822, 4.765, 16.218], [-3.018, 4.806, 15.789], [-2.935, 5.347, 14.371], [-2.550, 6.183, 16.979], [-4.961, 4.447, 17.251], [-5.233, 3.980, 15.583], [-5.331, 5.723, 16.118], [-1.593, 6.682, 16.822], [-2.558, 5.771, 17.987], [-3.318, 6.956, 16.959]],
  "forces_ev_per_angstrom": [[0.44, 0.25, 0.34], [-1.80, -5.06, -1.07], [-0.94, 1.14, 0.67], [0.38, 1.92, -2.27], [0.59, -0.12, 0.18], [1.52, 1.85, 2.00], [0.31, -0.12, 0.39], [-2.33, 0.41, -0.99], [3.23, 0.15, 2.43], [0.11, 0.14, -0.55], [-0.48, 0.12, -0.51], [-0.55, -0.19, -0.27], [0.38, -0.65, -0.25], [0.29, 0.47, -0.10], [-0.60, -0.42, 0.48], [-0.26, 0.31, -0.25], [-0.48, 0.43, 0.18], [2.31, -0.79, 0.46], [-1.70, 1.52, -0.86], [-0.27, 0.90, 0.03], [0.24, -0.55, 0.44], [0.38, -0.51, 0.43], [-0.67, -0.31, 0.33], [-0.30, -0.03, 0.05], [0.54, -0.23, -0.63], [-0.21, -0.23, -0.48], [0.01, -0.38, 0.82], [-1.33, -1.56, -0.27], [1.18, 1.95, -0.03], [0.94, -0.09, -0.26], [0.14, 0.09, 0.16], [0.08, -0.07, 0.02], [-0.04, 0.04, 0.21], [-1.05, -0.21, 0.04], [0.01, 0.07, -0.51], [0.20, 0.27, -0.27], [0.63, -0.24, -0.22], [-1.99, 0.73, -0.17], [1.98, -0.45, -1.43], [0.03, -0.27, 1.11], [0.32, -0.57, 0.06], [-0.53, -0.27, 0.22], [-0.34, -0.01, 0.60], [0.20, 0.15, -0.23], [-0.23, -0.07, 0.07], [-0.01, 0.62, -0.25], [0.62, -0.22, 0.36], [-0.23, 1.50, -0.90], [-0.36, -0.61, 1.94], [-0.81, -0.15, 0.04], [0.28, -0.11, 0.11], [-0.06, 0.27, -0.15], [0.27, 0.01, -0.46], [0.04, -0.56, -0.50], [0.05, -0.24, -0.02], [-0.08, -0.02, -0.25]],
  "lowdin_charge": [1.08, -0.05, -0.17, -0.20, -0.21, -0.36, -0.25, 0.89, -0.65, -0.26, 0.02, 0.04, 0.05, 0.02, 0.05, 0.05, -0.24, 0.90, -0.68, -0.26, 0.04, 0.05, 0.04, 0.04, 0.06, 0.05, -0.21, 0.86, -0.64, -0.26, 0.05, 0.05, 0.04, 0.02, 0.05, 0.05, -0.25, 0.86, -0.65, -0.24, 0.05, 0.00, 0.06, 0.04, 0.05, 0.05, -0.25, 0.87, -0.67, -0.23, 0.04, 0.05, 0.05, 0.02, 0.04, 0.04]
}

***

# 6
{
  "formula": "CH8O5",
  "method": "ωB97M-V with the def2-TZVPD basis set",
  "max_force_ev_per_a": 6.73,
  "mol_weight_da": 100.07,
  "e_homo_ev": -10.6,
  "relative_energy_kj_mol": 186.6,
  "energy_ev": -11403.01644,
  "species": ["H", "O", "O", "H", "H", "C", "H", "O", "O", "H", "H", "O", "H", "H"],
  "xyz": [[0.665, -1.106, 1.179], [1.410, -1.409, 0.174], [-0.070, -0.204, 1.555], [1.552, -0.794, -0.526], [1.036, -2.133, -0.411], [0.214, 1.025, 1.024], [-0.041, 1.903, 1.688], [0.653, 1.065, -0.097], [-3.796, 0.161, 0.640], [-2.848, 0.131, 0.722], [-3.977, 0.529, -0.126], [1.773, -0.102, -2.096], [2.505, 0.450, -1.796], [0.925, 0.484, -1.930]],
  "forces_ev_per_angstrom": [[-1.46, 3.07, -0.82], [-0.11, -4.69, -0.05], [0.68, 1.29, 1.01], [0.34, 2.22, -1.21], [0.55, 0.59, 1.43], [-0.88, -3.64, 1.23], [0.22, -0.80, -0.65], [0.24, 2.02, -0.47], [0.95, -2.81, 5.86], [0.52, -0.08, 0.11], [-1.40, 2.85, -5.93], [-2.23, 1.23, -0.04], [-0.11, 0.24, -0.12], [2.67, -1.49, -0.34]],
  "lowdin_charge": [0.13, 0.03, -0.11, -0.01, 0.15, -0.37, 0.15, -0.03, 0.02, 0.02, -0.06, -0.10, 0.06, 0.11]
}